Run i
35
Properties=species:S:1:pos:R:3:nbo_charge:R:1 method="wB97M-V/def2-TZVPD" smiles="N[C@@H](CCC(=O)O)C(=O)N1C[C@H](O)C[C@H]1B(O)O" orbital_gap_ev=9.4 e_lumo_ha=0.0123 homo_ev=-9.1
O 2.13 1.90 3.27 -0.689
O 2.40 -1.97 -2.38 -0.719
O -0.43 -3.43 0.39 -0.918
O -2.29 -2.20 1.03 -0.879
O 2.15 1.62 1.01 -0.613
O -2.37 0.61 -0.17 -0.674
N -0.31 -0.31 -0.93 -0.447
N -1.31 2.91 -1.17 -0.788
C 0.00 -2.32 -2.11 -0.413
C 1.32 -1.85 -1.48 0.090
C 0.10 1.51 2.13 -0.526
C 1.57 1.62 2.07 0.804
C -0.52 2.59 1.27 -0.395
C 1.15 -0.46 -0.80 -0.242
C -1.17 0.73 -0.40 0.705
C -0.58 2.09 -0.17 -0.168
C -1.00 -1.56 -1.15 -0.406
B -1.28 -2.41 0.14 1.083
H -0.24 1.60 3.21 0.241
H 1.50 -0.65 0.23 0.198
H 0.47 2.04 -0.45 0.223
H 3.22 -1.60 -1.98 0.468
H -0.15 0.48 1.92 0.243
H -1.15 2.55 -2.07 0.354
H -2.56 -1.30 0.73 0.509
H -0.14 3.61 1.41 0.240
H -1.55 2.80 1.73 0.223
H -0.36 -3.43 -2.04 0.235
H -0.16 -2.02 -3.16 0.222
H 1.77 0.32 -1.25 0.231
H -0.60 -4.17 1.06 0.512
H 1.63 -2.61 -0.75 0.184
H -2.07 -1.34 -1.50 0.249
H 3.07 1.90 3.34 0.502
H -2.26 2.73 -0.98 0.362


Run ii
35
Properties=species:S:1:pos:R:3:nbo_charge:R:1 method="wB97M-V/def2-TZVPD" smiles="N[C@@H](CCC(=O)O)C(=O)N1C[C@@H](O)C[C@H]1B(O)O" orbital_gap_ev=9.8 e_lumo_ha=0.0193 homo_ev=-9.3
O -0.44 -1.47 -3.35 -0.885
O 0.10 2.36 -1.93 -0.728
O 0.10 -2.57 -1.26 -0.920
O 1.84 0.30 -1.02 -0.639
O -0.76 -1.75 1.21 -0.672
O 2.71 -1.55 -0.05 -0.679
N -1.03 0.16 -0.04 -0.423
N -0.70 -0.18 3.57 -0.809
C -1.31 1.62 -0.09 -0.235
C 2.36 0.45 1.26 -0.515
C -0.01 0.17 2.28 -0.136
C -0.65 -0.55 1.10 0.684
C 2.26 -0.27 -0.04 0.821
C -1.44 -0.44 -1.30 -0.429
C 1.47 -0.19 2.33 -0.398
C -1.65 0.73 -2.30 -0.425
C -1.20 2.00 -1.58 0.088
B -0.55 -1.55 -1.95 1.120
H -1.73 -0.13 3.49 0.361
H 1.53 -1.24 2.11 0.228
H -0.59 2.18 0.50 0.217
H 0.70 1.62 -1.69 0.499
H 0.17 -2.22 -3.55 0.492
H 1.86 -0.02 3.35 0.234
H 3.42 0.41 1.55 0.248
H 2.12 1.52 1.18 0.234
H -0.25 -2.46 -0.38 0.516
H -2.67 0.75 -2.70 0.218
H -2.38 -0.95 -1.12 0.224
H -1.92 2.82 -1.80 0.189
H -0.06 1.24 2.15 0.192
H -2.34 1.80 0.31 0.192
H -0.94 0.54 -3.12 0.257
H -0.51 -1.13 3.76 0.362
H 2.48 -1.96 -0.91 0.516


Name the least stable of them. run i.


Run i
9
Properties=species:S:1:pos:R:3:nbo_charge:R:1 method="wB97M-V/def2-TZVPD" total_charge=+1 orbital_gap_ev="6.5 / 6.5" e_lumo_ha="-0.3204 / -0.3208" homo_ev="-15.2 / -15.2"
O -2.92 -0.22 -0.15 0.023
O -2.17 3.14 -0.58 -0.252
N -1.84 0.24 -0.14 0.456
N -1.35 1.49 -0.33 -0.087
C -0.10 1.19 -0.20 0.302
C -0.45 -0.25 0.04 -0.332
H -0.25 -0.64 1.05 0.293
H -0.12 -0.99 -0.70 0.293
H 0.78 1.81 -0.26 0.305


Run ii
9
Properties=species:S:1:pos:R:3:nbo_charge:R:1 method="wB97M-V/def2-TZVPD" smiles="O=C1C[N+](=O)N1" total_charge=+1 orbital_gap_ev=10.5 e_lumo_ha=-0.2424 homo_ev=-17.1
O -2.11 0.59 -0.02 -0.122
O 2.25 0.62 -0.02 -0.353
N -0.01 1.40 0.01 -0.376
N -0.95 0.52 0.00 0.463
C 0.09 -0.70 -0.01 -0.342
C 1.11 0.43 0.00 0.676
H 0.03 -1.30 -0.91 0.293
H 0.03 -1.31 0.89 0.293
H -0.10 2.42 0.02 0.469


Name the least stable of them. run i.


Run i
9
Properties=species:S:1:pos:R:3:nbo_charge:R:1 method="wB97M-V/def2-TZVPD" total_charge=+1 orbital_gap_ev=11.9 e_lumo_ha=-0.1881 homo_ev=-17.0
O 2.24 0.74 -0.24 -0.480
O 1.30 -1.32 0.03 -0.519
N -0.01 1.23 0.28 -0.476
N -1.63 -0.51 -0.15 -0.761
C 1.72 -0.26 -0.10 1.011
C -0.78 0.38 0.06 0.782
H -2.08 -0.60 -1.00 0.464
H 0.51 1.78 0.92 0.498
H -1.27 -1.44 0.20 0.482


Run ii
9
Properties=species:S:1:pos:R:3:nbo_charge:R:1 method="wB97M-V/def2-TZVPD" total_charge=+1 orbital_gap_ev=7.7 e_lumo_ha=-0.3109 homo_ev=-16.2
O 1.48 -1.80 0.76 -0.228
O -1.11 0.75 0.68 -0.180
N -0.08 -0.52 1.57 -0.085
N 0.69 -0.91 0.60 0.353
C -0.51 0.70 -0.43 0.267
C 0.50 -0.20 -0.57 -0.197
H -0.37 -0.88 2.47 0.485
H 1.12 -0.41 -1.43 0.295
H -0.81 1.41 -1.20 0.290


Run iii
9
Properties=species:S:1:pos:R:3:nbo_charge:R:1 method="wB97M-V/def2-TZVPD" total_charge=+1 orbital_gap_ev=8.3 e_lumo_ha=-0.2792 homo_ev=-15.9
O -4.76 -0.57 -0.07 -0.438
O 3.35 -0.70 -0.12 -0.004
N 2.22 -0.57 0.23 0.253
N 0.13 0.47 -0.08 -0.698
C -3.68 -0.45 0.11 0.443
C 1.00 -0.55 -0.02 0.247
H -0.78 0.18 -0.39 0.462
H 0.71 -1.54 -0.17 0.285
H 0.49 1.36 0.24 0.449


Run iv
9
Properties=species:S:1:pos:R:3:nbo_charge:R:1 method="wB97M-V/def2-TZVPD" total_charge=+1 orbital_gap_ev="7.7 / 7.7" e_lumo_ha="-0.2287 / -0.2289" homo_ev="-13.9 / -13.9"
O 1.70 0.37 -1.53 -0.204
O 0.27 1.79 -1.19 -0.275
N -0.35 1.26 -0.30 0.142
N -1.22 -0.20 1.38 -0.775
C -0.60 0.37 0.43 0.374
C 1.38 -0.68 -1.20 0.548
H -0.84 -0.08 2.33 0.436
H 1.47 -1.83 -1.14 0.321
H -1.79 -1.00 1.22 0.433


Name the least stable of them. run ii.


Run i
16
Properties=species:S:1:pos:R:3:nbo_charge:R:1 method="wB97M-V/def2-TZVPD" smiles="C/C=C/CSC" orbital_gap_ev=9.6 e_lumo_ha=0.0403 homo_ev=-8.5
S -1.88 -0.96 -0.07 0.196
C -3.31 0.16 -0.15 -0.737
C 3.04 -0.58 -0.18 -0.643
C 1.76 0.25 -0.21 -0.164
C -0.65 0.34 0.24 -0.571
C 0.69 -0.09 0.57 -0.204
H -3.47 0.68 0.80 0.214
H -0.93 1.00 1.06 0.217
H -3.11 0.84 -0.97 0.213
H -0.55 0.94 -0.67 0.212
H 3.02 -1.22 0.71 0.210
H -4.22 -0.41 -0.31 0.231
H 3.88 0.12 -0.07 0.210
H 3.19 -1.20 -1.07 0.223
H 1.60 0.95 -1.08 0.189
H 0.94 -0.80 1.42 0.205


Run ii
16
Properties=species:S:1:pos:R:3:nbo_charge:R:1 method="wB97M-V/def2-TZVPD" orbital_gap_ev=9.4 e_lumo_ha=0.0328 homo_ev=-8.5
S 2.37 0.06 0.01 0.167
C 1.00 -0.23 1.15 -0.518
C -1.24 -0.94 0.05 -0.605
C -0.53 1.48 -0.05 -0.615
C 1.00 -0.35 -1.11 -0.509
C -0.02 0.03 0.01 -0.046
H -1.80 -0.86 -0.86 0.209
H -1.86 -0.73 0.93 0.210
H 0.97 0.23 -2.03 0.214
H -1.18 1.69 0.80 0.213
H 0.96 0.44 2.03 0.219
H -1.13 1.65 -0.96 0.211
H -0.86 -1.99 0.09 0.204
H 1.00 -1.29 1.47 0.211
H 1.03 -1.38 -1.42 0.211
H 0.31 2.19 -0.10 0.223


Run iii
16
Properties=species:S:1:pos:R:3:nbo_charge:R:1 method="wB97M-V/def2-TZVPD" smiles="C=CC[C@@H](C)S" orbital_gap_ev=10.0 e_lumo_ha=0.0361 homo_ev=-9.1
S 1.49 -1.69 -0.02 -0.060
C -1.51 -0.69 0.02 -0.170
C 1.90 1.00 -0.04 -0.633
C -2.80 -0.50 -0.15 -0.394
C -0.44 0.26 0.32 -0.473
C 0.81 -0.02 -0.49 -0.275
H 0.61 -0.10 -1.55 0.224
H -1.25 -1.76 0.11 0.197
H 1.65 2.01 -0.27 0.216
H -0.74 1.29 0.21 0.214
H 2.42 -1.06 0.55 0.108
H -3.42 -1.35 -0.10 0.197
H 2.04 1.07 1.03 0.217
H -3.24 0.46 -0.40 0.188
H -0.27 0.16 1.42 0.227
H 2.74 0.92 -0.63 0.218


Run iv
16
Properties=species:S:1:pos:R:3:nbo_charge:R:1 method="wB97M-V/def2-TZVPD" smiles=CC[C@@H]1C[C@@H]1S orbital_gap_ev=9.8 e_lumo_ha=0.0346 homo_ev=-8.9
S 0.79 1.24 -1.68 -0.045
C 1.31 -0.17 -0.67 -0.350
C -2.04 -0.43 -0.27 -0.612
C 0.36 -0.63 0.36 -0.222
C 1.66 0.07 0.75 -0.423
C -0.92 0.14 0.53 -0.415
H -0.76 1.22 0.29 0.226
H 2.36 -0.62 1.19 0.214
H 0.43 -1.66 0.56 0.216
H 1.65 1.00 1.26 0.220
H -1.86 -0.69 -1.32 0.207
H 1.87 -0.91 -1.22 0.226
H -2.79 0.37 -0.30 0.209
H -1.25 0.17 1.57 0.206
H 1.75 2.15 -1.25 0.135
H -2.55 -1.26 0.19 0.206


Name the least stable of them. run iii.


Run i
16
Properties=species:S:1:pos:R:3:nbo_charge:R:1 method="wB97M-V/def2-TZVPD" orbital_gap_ev=8.3 e_lumo_ha=-0.0072 homo_ev=-8.5
S -1.86 0.99 1.88 0.101
C 2.73 -0.91 -1.86 -0.623
C -0.93 1.04 0.59 -0.293
C 0.69 -0.28 -0.46 -0.391
C 1.33 -1.20 -1.57 -0.418
C -0.76 -0.42 -0.07 -0.484
H -1.33 -1.27 0.45 0.250
H 3.41 -1.36 -2.61 0.236
H 1.19 -0.58 0.44 0.208
H 2.85 0.27 -1.96 0.185
H 1.32 -2.26 -1.24 0.200
H 0.96 0.71 -0.70 0.198
H -1.37 -0.41 -0.92 0.211
H 0.16 1.89 0.17 0.207
H 3.40 -0.89 -0.94 0.205
H 0.71 -1.46 -2.53 0.207


Run ii
16
Properties=species:S:1:pos:R:3:nbo_charge:R:1 method="wB97M-V/def2-TZVPD" smiles="CC(C)(C)C=S" orbital_gap_ev=8.7 e_lumo_ha=0.0049 homo_ev=-8.6
S 2.85 0.04 0.07 0.096
C -0.75 -0.55 -1.14 -0.574
C 0.06 0.07 0.11 -0.151
C -0.70 -0.48 1.25 -0.584
C 0.18 1.50 -0.03 -0.616
C 1.43 -0.62 0.00 -0.251
H -0.73 -1.67 -0.99 0.201
H -1.63 -0.05 -1.30 0.212
H -1.57 0.01 1.42 0.214
H -0.21 -0.41 2.19 0.209
H 1.01 1.85 -0.74 0.227
H 0.35 1.98 0.87 0.218
H -0.67 1.97 -0.51 0.212
H 1.35 -1.61 -0.35 0.177
H -0.10 -0.41 -1.95 0.202
H -0.86 -1.60 1.08 0.206


Name the least stable of them. run i.


Run i
10
Properties=species:S:1:pos:R:3:nbo_charge:R:1 method="wB97M-V/def2-TZVPD" orbital_gap_ev=9.0 e_lumo_ha=0.0051 homo_ev=-8.8
F 1.62 0.06 -0.59 -0.431
N -1.80 -0.36 -0.30 -0.752
N -0.21 1.36 0.04 -0.817
C -0.58 0.11 -0.05 0.360
C 0.64 -0.80 0.26 -0.045
H -1.82 -1.41 -0.58 0.340
H 0.60 -1.80 -0.24 0.221
H -0.81 2.26 -0.47 0.459
H 1.26 -0.68 1.30 0.214
H 1.08 1.25 0.64 0.451


Run ii
10
Properties=species:S:1:pos:R:3:nbo_charge:R:1 method="wB97M-V/def2-TZVPD" smiles="C=NN(C)F" orbital_gap_ev=10.6 e_lumo_ha=0.0358 homo_ev=-9.6
F 0.62 1.58 -0.62 -0.278
N -0.59 -0.41 -0.70 -0.291
N 0.78 0.17 -0.55 0.080
C 1.22 -0.37 0.84 -0.452
C -1.38 0.08 -1.59 -0.085
H -2.39 -0.42 -1.72 0.195
H 1.69 -1.27 0.49 0.222
H -1.17 0.96 -2.11 0.178
H 2.00 0.34 1.30 0.218
H 0.40 -0.64 1.57 0.213


Name the least stable of them. run i.